Molecular formula: C18H37O2P3Tl
Method: DFT, ωB97M-V/def2-TZVPD

Structure (XYZ):
```
61
Properties=species:S:1:pos:R:3:forces:R:3:lowdin_charge:R:1
Tl -0.30397 0.08832 1.75408 2.532 -0.174 0.797 0.658
P 1.86601 1.11408 3.37043 0.690 0.382 -0.975 0.710
P -1.09222 1.99457 0.57270 -1.494 0.694 -0.367 0.656
P 1.48894 -0.55724 0.04162 0.917 -0.598 -1.484 0.720
H -1.80654 -2.17780 1.96537 -0.240 -0.713 0.137 0.087
C -0.78500 -2.39468 1.67217 0.721 0.543 1.237 -0.065
C 0.21706 -2.44909 2.61769 -1.228 0.408 -0.677 -0.010
H -0.00750 -2.32629 3.66856 -0.164 -0.403 -0.053 0.068
C 1.65208 1.55824 5.14180 -0.181 1.015 -0.622 -0.219
C 2.50365 2.66764 2.67062 0.504 0.087 0.228 -0.240
C 3.23322 -0.09034 3.41355 0.179 0.257 0.053 -0.223
C -2.37162 1.35031 -0.51154 -0.148 0.120 -0.086 -0.197
C -1.79089 3.22655 1.65419 -0.131 0.199 0.146 -0.197
C 0.12705 2.83430 -0.43208 0.527 -0.174 0.065 -0.182
C 2.33340 -2.16585 0.17177 0.047 -0.137 0.191 -0.213
C 2.85618 0.57990 -0.35784 0.102 0.263 0.014 -0.213
C 0.54339 -0.73102 -1.52122 0.036 -0.066 -0.100 -0.242
H -0.60551 -2.49612 0.61241 0.076 -0.307 -0.096 0.054
H 1.26748 -2.53214 2.39116 0.041 -0.431 -0.225 0.057
H 1.36293 0.70057 5.72956 0.077 -0.066 0.379 0.041
H 0.83501 2.32513 5.14146 0.701 -0.504 0.437 0.085
H 2.60739 1.99692 5.53468 -0.854 -0.353 -0.358 0.103
H 1.70426 3.44226 2.70582 0.655 -0.430 0.034 0.060
H 2.87523 2.53684 1.63076 -0.180 0.161 0.782 0.039
H 3.33353 2.93240 3.35906 -0.302 0.398 -0.719 0.077
H 2.88852 -1.03183 3.88810 0.334 0.517 -0.167 0.068
H 3.98964 0.41062 4.04749 0.034 -0.672 -0.345 0.080
H 3.63546 -0.29919 2.40229 -0.119 0.117 0.705 0.032
H -2.73546 2.26654 -1.01260 -0.233 -0.599 -0.131 0.095
H -3.17308 0.87676 0.08966 0.304 0.349 -0.410 0.089
H -1.96814 0.62504 -1.24705 -0.311 0.507 0.318 0.064
H -2.16012 3.98000 0.92940 -0.043 -0.010 0.703 0.096
H -1.01011 3.65577 2.31428 -0.509 -0.108 -0.393 0.078
H -2.61684 2.79869 2.25426 0.339 0.376 -0.334 0.091
H -0.48270 3.63851 -0.87646 0.368 -0.059 -0.050 0.103
H 0.54544 2.19406 -1.22623 -0.267 0.434 0.313 0.056
H 0.92954 3.25934 0.19784 -0.392 -0.066 -0.383 0.069
H 2.90920 -2.29959 -0.76682 -0.262 -0.077 0.547 0.093
H 1.59918 -2.98301 0.28917 0.483 0.271 -0.230 0.065
H 3.02213 -2.16562 1.03844 -0.235 -0.082 -0.517 0.064
H 3.30723 0.20218 -1.29807 -0.106 0.289 0.486 0.092
H 3.61376 0.57294 0.45064 -0.367 0.010 -0.559 0.056
H 2.49456 1.61325 -0.51151 0.343 -0.582 0.024 0.036
H 1.24579 -1.13056 -2.27893 -0.483 0.212 0.201 0.087
H 0.12791 0.23151 -1.87586 0.285 -0.570 0.083 0.041
H -0.28941 -1.44925 -1.38632 0.398 0.310 -0.213 0.061
C -2.61556 -0.89162 -5.16699 -0.307 -0.197 -0.117 -0.320
C -3.74777 -1.40298 -5.83543 0.734 -0.161 0.528 -0.010
C -3.94718 -2.78529 -5.83463 0.430 0.098 0.238 -0.057
C -3.03103 -3.63189 -5.18668 -0.158 -0.011 -0.050 -0.085
C -1.91364 -3.10405 -4.53675 -0.118 0.042 -0.030 -0.100
C -1.69685 -1.72785 -4.52561 -0.527 0.107 -0.157 -0.060
O -2.36453 0.45824 -5.09576 0.268 -0.318 0.349 0.026
H -3.04588 0.92437 -5.57322 -0.315 0.304 -0.347 0.096
H -4.44219 -0.72181 -6.32890 0.147 -0.212 0.085 0.122
H -4.81662 -3.20434 -6.33901 0.238 0.081 0.117 0.118
H -3.19704 -4.71066 -5.19440 0.062 0.360 -0.017 0.110
H -1.19408 -3.75448 -4.03203 -0.286 0.070 -0.259 0.100
H -0.83302 -1.27373 -4.03893 -0.115 -0.121 -0.188 0.082
O -0.74614 -0.52101 5.11073 1.609 1.387 -1.957 0.213
C -0.32452 -0.04655 4.15912 -4.106 -2.168 3.421 -0.164
```
Positions in Å, forces in eV/Å.

Largest force on an atom in Eh/bohr: 0.1122
ΔE to the lowest compared entry with this formula, charge and spin in kcal per mole: 0.0
2S+1: 1
Charge: +3
Frontier orbital gap in eV: 2.53


Molecular formula: C18H38AlBN4O9P
Method: DFT, ωB97M-V/def2-TZVPD

Structure (XYZ):
```
72
Properties=species:S:1:pos:R:3:forces:R:3:lowdin_charge:R:1
C -1.27881 -5.20747 0.90804 0.276 0.091 0.019 -0.066
C -0.78762 -4.61432 -0.39874 -0.729 -0.416 -0.114 -0.269
O -1.54813 -3.43244 -0.70274 0.640 0.192 -0.052 -0.026
B -0.71303 -2.48597 -1.29326 -0.332 0.175 0.144 -0.574
O -0.12679 -2.83099 -2.53464 -0.016 -0.916 0.470 0.056
Al -0.25881 -0.57149 -0.44133 -0.204 0.429 -0.788 0.445
C 1.36696 0.17083 -1.38286 0.049 0.373 0.577 -0.218
C 1.84433 1.60764 -1.00246 -0.050 -1.562 -0.737 -0.247
N 3.19485 1.57754 -0.39915 -0.019 1.852 0.707 -0.060
C 3.17543 1.47883 1.06717 0.324 -0.085 -0.141 -0.213
C 2.47449 2.60036 1.82549 -0.271 -0.127 -0.135 -0.090
C 4.10870 2.45116 -0.97788 0.303 -0.641 -1.378 -0.472
C 4.93092 3.41634 -0.14414 0.283 -0.449 0.219 -0.017
O 4.29352 2.44909 -2.20019 -0.455 0.279 1.017 0.018
C -1.92131 0.61485 -0.46253 0.207 -0.397 0.065 -0.245
O -3.06791 -0.23350 -0.19452 -0.002 0.023 0.299 -0.188
C -4.21046 0.42306 0.22718 0.377 0.120 0.010 -0.283
O -5.28855 0.19086 -0.65462 -0.006 0.017 0.204 -0.090
C -6.29852 -0.61615 -0.12553 -0.421 0.017 -0.202 -0.210
C -7.08847 0.02025 1.04037 -0.173 -0.341 -0.137 -0.244
O -6.91891 1.42347 1.06808 0.385 0.066 -0.109 -0.053
P 0.21388 -0.96058 1.88239 0.087 -0.196 -0.465 0.440
O 1.44589 -1.75036 2.13509 0.187 -0.078 0.278 -0.391
O -1.05502 -1.78365 2.54283 0.251 0.185 0.286 -0.218
O 0.18518 0.41993 2.79585 -0.230 -0.143 -0.054 -0.240
H -2.36181 -5.13775 0.96060 -0.110 -0.041 0.020 0.075
H -0.97601 -6.25240 0.97758 -0.028 -0.105 -0.036 0.067
H -0.84057 -4.68131 1.75320 -0.148 0.154 0.100 0.067
H 0.28014 -4.40055 -0.31058 0.087 0.082 -0.091 0.117
H -0.93450 -5.32603 -1.20625 0.126 -0.009 0.024 0.065
H 0.80564 -2.62224 -2.44339 0.153 0.581 -0.385 0.065
H 2.19903 -0.49204 -1.12358 0.037 -0.143 -0.020 0.051
H 1.28197 0.10487 -2.46954 -0.172 -0.050 -0.086 0.047
H 1.11495 2.05128 -0.32938 0.286 0.291 0.305 0.072
H 1.87517 2.22790 -1.88722 0.134 0.103 -0.038 0.077
H 4.21160 1.42650 1.39976 0.052 -0.139 0.016 0.096
H 2.74417 0.51007 1.31714 -0.157 -0.028 0.045 0.096
H 1.39473 2.50195 1.75333 -0.067 -0.021 0.103 0.048
H 2.74127 3.58753 1.45737 0.186 0.076 -0.034 0.060
H 2.75046 2.54399 2.87653 -0.050 0.027 0.115 0.067
H 5.88058 3.59718 -0.63882 -0.045 0.056 -0.234 0.076
H 5.14753 3.06282 0.85589 -0.117 0.051 0.123 0.021
H 4.39792 4.35918 -0.04802 -0.103 0.054 -0.024 0.086
H -2.09983 1.12901 -1.40758 0.068 0.155 -0.082 0.041
H -1.82825 1.36210 0.33598 -0.117 0.181 -0.011 0.052
H -4.04518 1.50238 0.26794 0.022 0.088 -0.093 0.127
H -4.45679 0.08447 1.24131 -0.231 -0.125 0.005 0.132
H -6.99269 -0.80142 -0.94436 0.042 0.049 -0.150 0.116
H -5.92787 -1.59337 0.19671 0.176 -0.041 0.050 0.126
H -8.14436 -0.21792 0.89072 -0.074 -0.124 0.037 0.109
H -6.79058 -0.45045 1.98026 0.126 0.245 0.187 0.105
H -7.72745 1.83063 1.36652 -0.251 0.087 0.152 0.076
H -1.74158 -1.14253 2.74750 -0.317 -0.031 -0.093 0.041
H 0.40190 0.17218 3.70292 0.146 0.054 0.186 0.054
C 0.61172 -6.02148 -4.40563 0.091 0.297 -0.225 -0.064
C 0.06135 -6.73120 -3.26391 0.018 -0.046 -0.075 -0.274
N -0.37738 -7.29087 -2.36498 0.003 -0.252 -0.009 0.139
H 1.69882 -6.07919 -4.40630 0.004 -0.047 0.077 0.081
H 0.24443 -6.44660 -5.33828 -0.049 -0.068 0.049 0.078
H 0.32581 -4.97004 -4.36589 -0.053 0.003 0.132 0.076
C -2.50965 4.71889 -2.20914 -0.231 0.205 0.015 -0.068
C -1.36990 3.81695 -2.19081 -0.063 -0.053 0.004 -0.242
N -0.49354 3.07826 -2.17486 -0.013 0.150 -0.144 0.202
H -2.24338 5.66947 -2.66872 0.072 -0.024 -0.010 0.076
H -3.33254 4.28296 -2.77323 0.046 -0.086 -0.007 0.083
H -2.85994 4.91366 -1.19689 0.056 -0.059 0.036 0.081
C 7.22476 2.64939 3.68595 0.234 -0.197 0.036 -0.069
C 6.16407 3.59672 3.38348 -0.029 -0.075 0.058 -0.278
N 5.31169 4.32494 3.14449 -0.017 0.162 0.051 0.156
H 6.83277 1.80109 4.24423 -0.091 0.029 -0.010 0.084
H 7.67481 2.27294 2.76864 -0.059 0.042 -0.052 0.083
H 8.00469 3.12078 4.28139 -0.038 0.072 -0.002 0.078
```
Positions in Å, forces in eV/Å.

Largest force on an atom in Eh/bohr: 0.0386
2S+1: 1
Charge: -1
Frontier orbital gap in eV: 6.67


Molecular formula: C18H38Br18FNOP
Method: DFT, ωB97M-V/def2-TZVPD

Structure (XYZ):
```
78
Properties=species:S:1:pos:R:3:forces:R:3:lowdin_charge:R:1
O 3.13345 -3.96281 2.14326 1.124 3.598 2.246 -0.745
P 2.76225 -2.45845 1.86115 -0.717 -1.379 3.659 0.283
N 1.12297 -2.00136 2.28639 3.956 1.446 0.436 -0.346
F 0.17726 -2.83926 1.68809 -1.071 -0.962 -0.670 -0.382
H 3.13065 -2.15714 0.49440 0.516 0.785 1.032 -0.089
H 3.62764 -1.67093 2.70756 -1.043 -0.312 -0.472 -0.072
Br 3.49100 0.65460 1.68651 0.075 0.905 -0.053 0.671
C 4.33257 1.93345 2.89254 -0.260 -0.119 -0.525 -0.767
C 5.83660 1.88143 2.78441 0.104 0.130 0.268 -0.718
Br 6.55837 0.32549 3.71069 -0.005 0.033 -0.102 0.611
H 3.96289 1.71639 3.89501 0.197 -0.042 -0.115 0.030
H 3.95912 2.90900 2.57560 0.192 -0.137 0.016 -0.028
H 6.28725 2.74326 3.28233 -0.074 -0.061 -0.036 0.041
H 6.19358 1.83381 1.75532 -0.185 -0.009 0.145 0.043
Br 0.61567 -4.44653 -3.18646 0.090 0.043 -0.016 0.560
C 2.45386 -4.68926 -2.58165 0.182 -0.501 -0.319 -0.702
C 2.50145 -5.36385 -1.23031 -0.404 0.617 -0.211 -0.626
Br 2.05130 -4.12162 0.20934 -2.505 -4.341 -5.286 0.889
H 2.92470 -3.70614 -2.59096 -0.104 -0.143 0.147 0.048
H 2.92180 -5.31893 -3.34387 -0.057 0.099 -0.019 0.043
H 3.51676 -5.69964 -1.00656 -0.067 0.077 -0.085 0.058
H 1.81624 -6.20882 -1.14651 0.092 0.100 -0.192 0.045
Br -3.89257 -1.70566 -5.14332 -1.750 -1.181 1.751 0.594
C -2.75608 -3.12294 -5.86952 -1.629 -2.506 1.130 -0.862
C -3.27920 -4.48824 -5.48575 0.125 -0.189 0.424 -0.654
Br -2.85930 -4.91047 -3.62905 -0.180 -0.039 -0.038 0.612
H -1.74356 -2.93432 -5.51563 -0.214 -0.509 0.176 0.001
H -2.79242 -2.99257 -6.94509 -0.474 -1.053 0.457 -0.022
H -2.78637 -5.26630 -6.07244 -0.020 0.154 0.024 0.065
H -4.35981 -4.58419 -5.59834 0.182 0.063 -0.079 0.004
Br 2.91804 7.69454 1.38131 -0.021 -0.043 -0.006 0.603
C 3.91851 6.42657 2.47489 0.004 0.519 -0.199 -0.778
C 5.19692 6.00517 1.79291 0.057 -0.298 0.015 -0.677
Br 4.84866 4.71622 0.37270 0.034 0.105 0.010 0.653
H 3.25036 5.59642 2.68972 0.200 0.231 -0.300 -0.035
H 4.13610 6.96194 3.40162 -0.011 -0.074 -0.143 0.010
H 5.85222 5.48494 2.49500 -0.120 0.075 -0.015 0.049
H 5.74021 6.83652 1.34271 -0.173 -0.075 0.113 0.052
Br 1.16794 2.88487 7.13704 0.055 0.156 -0.028 0.620
C 0.92873 4.29348 5.81113 -0.174 -0.212 0.136 -0.682
C 1.77018 4.03911 4.58434 -0.054 0.166 -0.173 -0.607
Br 3.64344 4.47287 4.91052 0.059 -0.302 0.763 0.763
H 1.15807 5.23818 6.30496 0.006 -0.108 -0.146 0.017
H -0.13366 4.26853 5.55903 0.181 0.004 -0.074 0.065
H 1.46378 4.69552 3.76650 -0.026 -0.051 0.103 0.069
H 1.73790 3.00292 4.24429 0.000 0.122 0.107 0.064
Br -8.82303 -3.10627 -4.12301 -0.066 -0.068 -0.002 0.591
C -7.81276 -4.37143 -3.03510 0.100 0.245 0.048 -0.727
C -6.54341 -4.79919 -3.72839 0.042 -0.180 0.154 -0.721
Br -6.90894 -6.09552 -5.13940 0.040 0.050 -0.057 0.602
H -8.48233 -5.20085 -2.80734 0.167 0.090 -0.054 0.049
H -7.58154 -3.83207 -2.11404 0.040 -0.153 -0.211 -0.016
H -5.88236 -5.31706 -3.03111 -0.125 0.096 -0.072 -0.011
H -6.00238 -3.97130 -4.18862 -0.165 -0.041 0.115 0.012
Br -2.96479 2.09724 -8.37054 0.114 -0.054 0.017 0.601
C -1.81740 0.70395 -9.10725 -0.210 0.167 -0.355 -0.697
C -2.32668 -0.67142 -8.74800 0.575 -0.038 0.127 -0.604
Br -1.91460 -1.12126 -6.89504 3.497 4.993 -3.802 0.760
H -0.80781 0.89863 -8.74616 -0.189 -0.133 0.018 0.052
H -1.84749 0.85479 -10.18909 -0.014 -0.042 0.128 0.054
H -1.82180 -1.43431 -9.34488 -0.039 0.163 -0.026 0.065
H -3.40601 -0.77702 -8.86792 0.140 0.136 0.048 0.064
Br 4.43988 9.67164 5.33828 -0.039 -0.004 0.073 0.607
C 4.48217 8.76166 7.06229 0.232 -0.033 -0.163 -0.689
C 3.50654 7.61113 7.09683 -0.086 0.008 0.267 -0.706
Br 1.67557 8.24225 7.31918 0.036 -0.074 -0.105 0.611
H 4.28941 9.51557 7.82566 -0.054 -0.156 -0.112 0.051
H 5.50719 8.39883 7.16642 -0.168 -0.019 0.005 0.059
H 3.69481 6.97396 7.96342 0.028 0.085 -0.114 0.065
H 3.52579 7.00292 6.19276 0.045 0.148 0.137 -0.019
Br -8.15615 -3.77076 0.60252 -0.081 -0.088 0.139 0.647
C -7.14101 -5.03457 1.68616 0.044 0.257 0.107 -0.682
C -5.87455 -5.46258 0.98522 0.088 -0.222 0.067 -0.669
Br -6.25037 -6.75819 -0.42241 0.003 0.088 -0.020 0.641
H -7.80911 -5.86425 1.91745 0.155 0.079 -0.111 0.050
H -6.90680 -4.49479 2.60636 0.044 -0.080 -0.149 0.060
H -5.20884 -5.98047 1.67846 -0.107 0.095 -0.060 0.063
H -5.33664 -4.63510 0.52152 -0.140 -0.096 0.107 0.061
```
Positions in Å, forces in eV/Å.

Largest force on an atom in Eh/bohr: 0.1417
2S+1: 1
Charge: -1
Frontier orbital gap in eV: 4.77


Number 1: highest occupied orbital energy -14.21 eV. Number 2: highest occupied orbital energy -4.39 eV. Number 3: highest occupied orbital energy -3.36 eV.